Entry 1:
This record from the OMol25 dataset describes a single C3H7P molecule at a distorted geometry. The level of theory is ωB97M-V/def2-TZVPD.

orbital gap	0.34215	Ha
SMILES string	C=CPC

Structure (ORCA input):
```
! RIJCOSX wB97M-V def2-TZVPD def2/J DEFGRID3
* xyz 0 1
C 1.95779 0.30995 0.14689
C -2.35275 0.16684 0.43923
H 2.64772 -0.09468 -0.70999
H -3.42468 0.42771 0.08956
H 0.55754 -1.91749 -0.64301
H 2.30341 0.16460 1.17126
P 0.28525 -0.82322 0.29530
H -1.93755 0.30659 1.43031
H -1.74718 -0.54823 -1.47458
C -1.45266 -0.30812 -0.40548
H 1.75250 1.36127 0.04493
*
```

---

Entry 2:
This record from the OMol25 dataset describes a 2-piece molecular cluster, C4H6INO overall at a distorted geometry. The level of theory is ωB97M-V/def2-TZVPD.

orbital gap (alpha / beta)	0.28912 / 0.30154	Ha

Structure (ORCA input):
```
! RIJCOSX wB97M-V def2-TZVPD def2/J DEFGRID3
* xyz 0 1
C -0.41824 -1.82024 1.33000
C 0.38345 1.90932 -0.39025
H 0.54945 0.37741 -2.60583
O -0.49641 1.29764 -1.07740
C -0.39907 0.56868 -2.13264
H 0.08561 2.32528 0.55090
H -1.32135 0.27931 -2.59762
H -0.97404 -1.56511 0.42877
N 0.69553 0.31868 2.24201
H -1.10149 -2.21872 2.07875
H 0.33669 -2.56575 1.08848
I 2.44698 1.73058 -0.75800
C 0.21289 -0.63708 1.84282
*
```

---

Entry 3:
This record from the OMol25 dataset describes a 2-piece molecular cluster, C3H10OS2 overall at a distorted geometry. The level of theory is ωB97M-V/def2-TZVPD.

orbital gap	0.34896	Ha
SMILES string	CCO.CSS

Structure (ORCA input):
```
! RIJCOSX wB97M-V def2-TZVPD def2/J DEFGRID3
* xyz 0 1
C 1.36106 1.36215 -1.03033
H -2.33243 -0.03661 -0.98492
O 1.37636 1.62412 0.29917
H -2.80563 -0.46001 0.87491
H -0.57438 2.10602 -1.48018
H 0.42185 1.67243 -2.91072
H 1.28274 0.24902 -1.19502
C -2.08143 -0.17324 0.07777
S -0.86707 -1.50363 -0.18935
H 0.87452 3.20594 -1.90979
C 0.42214 2.17001 -1.93038
S 0.29094 -1.26193 1.55548
H -1.60620 0.81439 0.49708
H 1.18653 2.51938 0.57853
H 1.10344 -0.42736 0.89136
H 2.44634 1.45950 -1.31497
*
```

---

Entry 4:
This record from the OMol25 dataset describes C24H20BrI2N2O8Y as an isolated structure at a distorted geometry. The level of theory is ωB97M-V/def2-TZVPD.

orbital gap	0.29020	Ha

Structure (ORCA input):
```
! RIJCOSX wB97M-V def2-TZVPD def2/J DEFGRID3
* xyz 0 1
H -0.17263 2.27795 -4.42778
H -3.07154 -3.19238 1.36532
C -1.62966 1.68036 3.49516
C -3.38729 -5.55707 -1.01962
C -0.92114 2.03596 -3.66472
H -2.46666 -5.50644 -2.95819
O 2.48946 -0.29991 -3.05751
N 1.47877 2.07479 0.68823
O -0.95698 0.66837 -3.36347
C -2.95675 -3.70263 0.42200
C -0.68824 2.89099 -2.43860
H 1.01147 -2.43974 -0.36796
O -1.50167 -0.95206 -1.30583
C 4.24393 -1.70332 0.25295
C 0.09724 2.99442 2.47354
H -0.06129 4.62379 -1.92189
C 0.95816 3.31359 1.27963
C -0.46346 3.28714 4.79049
H 0.35203 3.81289 0.51184
H 4.85321 0.14508 1.15831
C 3.14985 -2.43715 -0.17265
Br -4.24807 -7.22136 -1.34258
I -0.12020 4.30157 6.61510
C -2.20870 -3.10171 -0.58374
C 4.02350 -0.46048 0.82550
O -1.07354 -1.48580 0.76674
O -0.15759 4.07182 -2.71852
C 1.39977 0.17082 -2.79098
H -2.02202 2.01978 5.56315
C 0.20213 -0.05272 -3.75256
C 2.39396 1.34450 1.56810
C -2.03814 -3.75289 -1.80279
O -1.23556 1.46046 1.20263
H 1.77577 3.99082 1.57723
C -2.61358 -4.99072 -2.02048
C -3.55996 -4.92722 0.20291
C 1.88594 -1.88849 -0.03712
H -1.44792 -3.29263 -2.58070
C 0.31020 3.61441 3.69158
H -1.91765 2.31097 -4.03907
O 1.12439 0.87334 -1.75590
Y -0.30668 0.48305 -0.24207
C -0.92225 2.02084 2.32692
H 1.87523 1.17607 2.52239
C 2.72141 0.00901 0.94383
H 5.24791 -2.08578 0.13872
H 1.08782 4.36190 3.76852
I -3.02872 0.13375 3.20969
N 1.66899 -0.68908 0.49946
H -0.07605 -1.10885 -3.72112
C -1.43348 2.30057 4.70539
H -4.15732 -5.38329 0.97745
H 3.27108 -3.41156 -0.61593
H 1.98424 2.29316 -0.17339
O -0.99488 2.56690 -1.31077
H 0.49055 0.19460 -4.78202
C -1.57204 -1.77335 -0.34769
H 3.31464 1.91296 1.77289
*
```

---

Entry 5:
This record from the OMol25 dataset describes a 2-piece molecular cluster, C2H7FNS overall at a distorted geometry. The level of theory is ωB97M-V/def2-TZVPD.

orbital gap (alpha / beta)	0.27378 / 0.21691	Ha

Structure (ORCA input):
```
! RIJCOSX wB97M-V def2-TZVPD def2/J DEFGRID3
* xyz 1 3
F -0.81802 2.18563 -0.39855
H 0.72593 -1.96071 0.13774
C 0.39671 -0.88816 -0.21375
N 1.60603 -0.11516 -0.10008
H -0.40752 0.10283 1.45975
H 2.15921 -0.13071 -0.95178
C -0.74792 -0.35152 0.53524
H 0.22633 -1.01422 -1.36357
H 2.28924 -0.31767 0.70714
H -3.01482 0.10103 0.85290
S -2.21139 -0.39100 -0.08364
H -0.20380 2.77966 -0.58139
*
```

---

Entry 6:
This record from the OMol25 dataset describes C3H4MgO3Rb as an isolated structure. The level of theory is ωB97M-V/def2-TZVPD.

orbital gap (alpha / beta)	0.18766 / 0.15267	Ha

Structure (ORCA input):
```
! RIJCOSX wB97M-V def2-TZVPD def2/J DEFGRID3
* xyz 0 2
H 1.16258 -1.21949 0.68709
C 1.00679 -0.58023 -0.18483
H 2.48626 0.82889 0.24617
O -2.08565 -1.35552 -1.56127
O 0.05602 -1.07161 -1.07471
C 1.70986 0.51662 -0.45255
Rb -0.66842 2.10617 1.73022
C -1.22833 -0.82295 -0.83167
Mg -3.62945 -0.37622 -0.49246
O -1.55784 -0.01207 0.09004
H 1.19306 0.89950 3.21361
H 1.55513 1.08690 -1.36963
*
```

---

Entry 7:
This record from the OMol25 dataset describes an isolated ion of composition C14H18N2O3 and charge +2. The level of theory is ωB97M-V/def2-TZVPD.

orbital gap	0.28015	Ha

Structure (ORCA input):
```
! RIJCOSX wB97M-V def2-TZVPD def2/J DEFGRID3
* xyz 2 1
C 0.10273 -0.01614 -1.31604
C -0.36399 -2.21540 -0.51484
H -3.20000 -1.52015 1.85414
C 1.04025 0.97344 -1.90921
H 4.23876 3.32836 -4.04802
H -1.15193 -0.64326 4.24946
H -0.26227 1.53485 -3.54942
C 0.51807 -1.32161 -1.07318
H 1.51622 -1.65449 -1.31480
H -3.07883 -0.36761 -0.18959
H -0.79760 -3.35739 2.20125
C -1.20659 0.35064 -1.00193
C -1.41068 -2.52628 2.55045
O -2.45532 -2.73224 0.33050
H 1.37610 3.19517 -4.46860
H -0.12652 -3.24337 -0.29129
C -1.02079 -0.26111 3.23721
C -2.05297 -0.57390 -0.45008
C 3.13233 2.13399 -1.88163
O -0.64711 -1.34816 2.38000
C 0.07970 0.78742 3.17915
C 0.68808 1.68445 -3.05892
H 4.10143 2.38688 -1.47699
H 2.59843 0.68215 -0.43427
C -2.69541 -2.48072 1.75489
C 1.56219 2.59798 -3.58893
O 3.55641 3.76166 -3.50485
N -1.59694 -1.81018 -0.21094
H 0.52155 0.95169 4.15758
H -1.97672 0.15900 2.91260
C 2.28753 1.20514 -1.32609
H -3.39252 -3.26573 2.03186
H -1.57753 1.34933 -1.17840
H 0.87224 0.45030 2.51483
H -1.63625 -2.71564 3.60190
N 2.75313 2.77470 -2.99498
H -0.29517 1.74621 2.82718
*
```

---

Entry 8:
This record from the OMol25 dataset describes a single C14H11NO3S molecule. The level of theory is ωB97M-V/def2-TZVPD.

orbital gap	0.32877	Ha
SMILES string	O=C(CSc1ncccc1C(=O)O)c1ccccc1

Structure (ORCA input):
```
! RIJCOSX wB97M-V def2-TZVPD def2/J DEFGRID3
* xyz 0 1
C -1.25003 -1.39695 0.43149
N 2.02613 -1.61955 0.40679
H -4.41361 0.33294 -2.41270
C 2.90501 0.54434 -0.10748
H -2.05174 0.84291 1.89215
C -2.93559 -0.48244 -1.10443
H 1.01748 2.11528 0.25638
H 4.69864 0.55440 -1.24809
H 0.28457 -2.03672 1.78896
H -0.99630 -1.03979 2.56292
H -4.93666 2.22649 -0.91584
C -3.89372 0.44033 -1.47261
S 0.62993 0.30255 1.48932
C -3.51767 1.63650 0.57395
C 2.93180 2.04093 -0.08679
C 3.94876 -0.07682 -0.79461
H 2.96918 -3.26641 -0.30970
C -2.55706 0.71530 0.94742
H -3.74709 2.46334 1.22926
O -1.09001 -2.37683 -0.25871
O 1.78086 2.69333 0.10768
C -0.39369 -1.19226 1.66912
C 4.00545 -1.45553 -0.89108
H 4.80073 -1.94707 -1.42676
C -2.25337 -0.35735 0.10848
C -4.18688 1.50304 -0.63242
C 1.96298 -0.30482 0.49410
O 3.95202 2.64517 -0.27959
H -2.69222 -1.31810 -1.74361
C 3.00209 -2.18623 -0.27359
*
```

---

Entry 9:
This record from the OMol25 dataset describes C9H15N2S4SbSiW as an isolated structure. The level of theory is ωB97M-V/def2-TZVPD.

orbital gap	0.22152	Ha

Structure (ORCA input):
```
! RIJCOSX wB97M-V def2-TZVPD def2/J DEFGRID3
* xyz 2 1
S -0.80895 -0.43254 2.94643
H 3.96506 -1.43531 -1.23783
H -0.21839 3.00582 -3.08962
N 0.44174 -0.38210 0.00825
C -3.76062 1.53214 -0.46384
H 2.37244 1.44186 1.68517
S -3.95217 -3.80698 4.05754
C -1.88115 2.34927 -1.91828
H -3.81884 1.47837 0.62251
Sb -2.92329 -3.02545 2.33929
C -0.55952 2.31356 -2.33096
H 1.91365 -1.63155 2.54282
H 3.49397 -1.96043 1.86247
H 1.38258 1.38775 -2.03720
C -0.17740 0.57484 -0.81165
N -1.47689 0.58846 -0.42245
H -2.56687 3.06580 -2.34689
C 0.33925 1.41323 -1.76280
H 2.81484 1.80910 0.01019
H 2.11465 -2.87860 1.28920
H -4.22124 2.46239 -0.78657
C 2.89373 1.06473 0.80340
W -1.07010 -1.05216 0.96522
C 2.90011 -1.20864 -1.34771
Si 2.28891 -0.60336 0.28982
H 3.95229 0.98274 1.06496
H 2.40364 -2.12938 -1.65773
S -0.89380 -3.43297 1.22856
C -2.34747 1.47785 -0.93820
H -4.34527 0.71374 -0.89000
C 2.43025 -1.88698 1.61671
H 2.81107 -0.47888 -2.15187
S -3.49621 -1.31631 0.86107
*
```

---

Entry 10:
This record from the OMol25 dataset describes an isolated ion of composition C5H13ClN2O and charge +2 at a distorted geometry. The level of theory is ωB97M-V/def2-TZVPD.

orbital gap	0.34940	Ha
SMILES string	C/[NH+]=C(\OCl)[N+](C)(C)C

Structure (ORCA input):
```
! RIJCOSX wB97M-V def2-TZVPD def2/J DEFGRID3
* xyz 2 1
H -1.26198 0.88760 -1.07762
N -0.47131 -0.70797 -0.00752
H -0.50997 -0.37640 -2.08034
C -1.18892 -0.21259 -1.20897
H -1.14209 -2.62389 -0.47297
H 2.70398 2.38965 0.09104
H 0.36730 -2.49250 -0.88728
O 1.86976 -0.72113 -0.62384
C -0.25042 -2.17104 -0.04698
C -1.10703 -0.48391 1.26676
Cl 3.65594 -0.70441 -0.47252
H 3.29311 1.32024 1.21126
H 2.37307 2.72385 1.71026
C 1.15151 0.09970 0.01729
H 0.02018 -2.67272 0.88552
C 2.48687 1.90186 0.99922
N 1.26845 1.15558 0.69765
H -0.50674 -0.81138 2.10746
H -2.14098 -0.70323 -1.15929
H 0.37803 1.48125 1.12480
H -2.04822 -0.99760 1.32592
H -1.27093 0.63550 1.39859
*
```